This record from OMol25 describes one molecule with the formula C12H15N at a distorted geometry. The level of theory is ωB97M-V/def2-TZVPD.

* spin multiplicity: 1
* maximum force: 4.36 eV Å⁻¹
* total charge: 0
* electronic energy: -14174.24965 eV
* HOMO: -8.19 eV
* Kohn-Sham gap: 9.172 eV
* SMILES string: CN[C@H]1[C@@H]2CC[C@H]1c1ccccc12

```
28
Properties=species:S:1:pos:R:3:forces:R:3
N 1.339 -1.281 -0.956 2.1 1.9 -2.7
C -0.570 -0.313 0.630 -0.2 0.7 -1.4
C 0.808 0.105 0.949 2.9 0.9 3.1
C -2.832 -0.903 0.591 -2.3 -2.2 0.4
C 0.798 1.700 1.273 0.6 1.1 0.7
C -0.830 0.354 -0.578 -1.6 -1.1 0.4
C 0.362 0.996 -1.053 0.3 4.3 -0.5
C -1.593 -1.066 1.123 1.1 -2.2 3.2
C -3.108 -0.338 -0.637 -1.0 -0.7 2.4
C 2.241 -2.082 -0.188 -1.3 -3.1 2.5
C -2.055 0.350 -1.183 -0.4 -0.1 -1.0
C 1.466 0.169 -0.448 -2.8 -3.1 -1.0
C 0.330 2.338 -0.061 1.9 -0.3 -2.1
H 0.902 3.245 -0.486 -0.2 -1.6 0.8
H 1.669 -1.327 -2.014 -0.9 0.3 2.8
H 1.388 -0.467 1.807 -1.3 1.2 -1.9
H 2.404 0.599 -0.595 1.9 0.6 0.3
H -2.148 0.854 -2.099 -0.1 0.5 -1.3
H 0.300 1.446 -2.088 0.6 -1.3 0.8
H 3.264 -1.759 0.009 0.2 0.2 -0.5
H -0.686 2.673 -0.179 -0.5 0.1 0.9
H 1.868 2.114 1.676 -2.6 -1.2 -1.2
H 0.014 2.034 1.977 0.7 -0.7 0.3
H 1.801 -2.247 0.895 0.7 0.5 -2.0
H -4.157 -0.654 -0.802 0.7 1.4 -1.5
H 2.188 -3.152 -0.553 0.5 1.2 0.0
H -1.477 -1.953 1.902 0.0 2.5 -1.2
H -3.688 -1.433 1.089 1.0 0.3 -0.5
```
Forces are in eV/Å.



This record from OMol25 describes a 3-piece molecular cluster, C12H15N2O7P2S overall at a distorted geometry. The level of theory is ωB97M-V/def2-TZVPD.

* spin multiplicity: 1
* maximum force: 1.70 eV Å⁻¹
* total charge: +1
* electronic energy: -59401.65046 eV
* HOMO: -11.80 eV
* Kohn-Sham gap: 7.380 eV

```
39
Properties=species:S:1:pos:R:3:forces:R:3
S -1.062 2.041 -5.425 0.9 0.5 -0.7
P -1.345 3.325 -3.663 -1.1 -0.5 1.2
P -1.803 5.343 -4.440 0.6 0.6 -0.3
O -0.415 6.073 -4.643 0.1 -0.3 -0.4
O -0.609 -2.536 2.158 0.0 0.0 -0.1
O -2.647 5.895 -3.411 -0.5 0.0 0.6
O -0.018 0.147 -2.705 0.1 0.4 -0.4
O -2.068 -0.445 -2.495 0.0 0.1 -0.1
O -2.477 5.262 -5.878 0.2 -0.6 0.1
O -1.030 -3.147 4.174 0.0 0.0 0.0
N -0.274 -2.977 3.242 0.0 0.0 0.0
N -1.018 -0.066 -2.025 -0.2 0.0 0.2
C 2.031 -3.108 2.394 0.1 0.0 -0.1
C -2.055 -0.084 0.193 -0.2 0.0 0.0
C -0.787 0.579 2.121 0.0 0.0 0.0
C 2.878 -4.183 4.817 0.0 0.0 -0.1
C 3.784 -3.985 3.784 0.0 0.0 0.0
C 1.545 -3.847 4.647 0.0 -0.1 0.2
C 1.145 -3.318 3.434 0.1 0.0 0.0
C 0.321 0.835 1.323 -0.1 0.0 0.0
C -0.937 0.170 -0.584 0.1 -0.1 0.1
C -1.971 0.123 1.557 0.0 0.1 0.0
C 3.362 -3.445 2.576 0.0 0.0 0.1
C 0.253 0.628 -0.044 0.2 0.0 0.0
H 1.110 0.816 -0.673 0.0 0.0 -0.1
H -0.001 3.399 -3.238 0.2 0.1 -0.6
H 0.831 -3.998 5.443 -0.1 0.0 -0.1
H 1.689 -2.691 1.458 -0.1 0.0 0.0
H -0.335 6.512 -5.500 0.2 0.2 0.1
H -2.970 -0.440 -0.254 0.0 0.0 -0.1
H 4.824 -4.253 3.921 0.0 0.0 0.0
H 3.209 -4.603 5.757 0.0 0.0 0.0
H -1.964 4.748 -6.517 -0.1 0.2 -0.3
H -2.354 1.737 -5.641 0.0 -0.4 0.4
H 4.070 -3.290 1.774 0.0 0.0 0.0
H -0.602 0.940 -4.777 -0.4 -0.3 0.3
H -0.725 0.731 3.191 0.0 0.0 0.0
H 1.241 1.189 1.767 0.0 0.0 0.0
H -2.827 -0.078 2.184 0.0 0.0 0.0
```
Forces are in eV/Å.



This record from OMol25 describes a 3-piece molecular cluster, C12H15N3 overall at a distorted geometry. The level of theory is ωB97M-V/def2-TZVPD.

* spin multiplicity: 1
* maximum force: 8.94 eV Å⁻¹
* total charge: 0
* electronic energy: -17152.27734 eV
* HOMO: -8.14 eV
* Kohn-Sham gap: 8.993 eV
* SMILES string: c1cc[nH]c1.c1cc[nH]c1.c1cc[nH]c1

```
30
Properties=species:S:1:pos:R:3:forces:R:3
N 4.067 -3.322 3.933 -1.1 -4.0 5.6
N -1.326 1.140 -0.716 -1.1 -0.5 -4.6
N -1.263 2.461 -3.622 2.2 -2.4 -2.0
C -2.013 1.594 0.410 3.3 -2.3 0.8
C -0.531 0.040 -0.540 0.4 -0.3 2.5
C -0.499 -0.126 0.833 -0.9 1.6 1.0
C 4.568 -2.374 3.159 2.8 -0.2 -2.6
C 2.318 -2.852 2.722 0.6 -0.1 -1.6
C -1.964 3.299 -2.834 -3.3 -3.5 -3.3
C -3.265 2.875 -2.893 0.7 -3.5 -1.4
C -3.244 1.483 -3.631 -0.5 3.6 0.6
C 2.698 -3.636 3.770 3.6 3.4 -2.3
C -1.435 0.961 1.519 2.5 -2.8 -8.1
C -2.009 1.352 -4.169 0.5 3.0 2.6
C 3.591 -2.167 2.189 -2.8 -2.8 6.4
H -0.036 -0.620 -1.352 -1.0 1.8 1.4
H 1.265 -2.972 2.368 1.3 0.7 -0.3
H -4.146 3.372 -2.607 -0.8 0.3 0.9
H -1.732 1.018 2.454 -1.1 0.3 4.3
H 2.296 -4.352 4.382 -1.2 -1.3 1.2
H -0.249 2.501 -3.791 -0.9 0.2 0.4
H 4.427 -3.835 4.792 0.4 1.7 -1.8
H -1.490 0.665 -4.770 0.3 -0.8 -0.6
H -2.774 2.303 0.401 -0.9 1.1 -0.4
H -4.101 0.862 -3.789 -0.2 -0.1 -0.1
H -1.488 1.212 -1.774 -0.8 0.9 2.5
H 0.205 -0.810 1.276 -0.3 -0.1 0.6
H 5.807 -2.201 3.107 -4.0 -0.3 0.2
H -1.462 3.838 -2.188 2.1 3.5 2.7
H 3.781 -1.707 1.361 0.4 3.0 -4.8
```
Forces are in eV/Å.



This record from OMol25 describes a 3-piece molecular cluster, C12H15N3 overall at a distorted geometry. The level of theory is ωB97M-V/def2-TZVPD.

* spin multiplicity: 1
* maximum force: 6.16 eV Å⁻¹
* total charge: 0
* electronic energy: -17152.89753 eV
* HOMO: -8.28 eV
* Kohn-Sham gap: 9.079 eV
* SMILES string: c1cc[nH]c1.c1cc[nH]c1.c1cc[nH]c1

```
30
Properties=species:S:1:pos:R:3:forces:R:3
N 28.033 18.229 5.891 -2.1 -1.8 2.3
N 25.670 20.889 11.856 1.8 -0.8 -1.5
N 24.059 21.898 9.161 2.4 0.1 3.7
C 27.188 17.245 7.697 0.2 2.0 -3.8
C 26.857 18.717 7.768 1.9 -4.4 -1.1
C 24.306 21.571 7.859 -1.4 1.0 0.2
C 21.960 21.994 8.331 5.1 0.2 -1.3
C 23.090 21.676 7.258 -4.2 -1.3 -1.0
C 22.770 22.219 9.437 -0.8 -1.7 -3.3
C 27.754 16.901 6.454 -0.1 5.1 2.0
C 24.852 21.889 12.208 -2.2 -1.4 2.2
C 27.421 19.266 6.682 1.3 -5.2 -0.8
C 26.716 21.325 10.948 -4.7 1.2 3.8
C 26.513 22.658 10.831 -0.2 1.1 0.6
C 25.318 23.017 11.655 -0.4 2.6 0.6
H 26.194 19.135 8.435 -1.0 1.0 1.4
H 24.743 21.778 9.992 -1.6 0.6 -2.6
H 24.666 23.906 12.055 2.2 -0.9 -1.7
H 27.416 20.222 6.412 0.2 3.6 -1.4
H 25.457 19.933 11.964 -0.2 -1.0 0.2
H 22.811 21.249 6.236 0.7 1.2 1.4
H 26.926 16.452 8.258 -1.3 -2.0 2.6
H 20.940 22.316 8.276 -0.2 -0.3 -0.5
H 25.299 21.611 7.420 -0.3 -0.6 0.3
H 22.404 22.491 10.352 -0.2 0.6 2.4
H 27.213 23.217 10.216 -0.7 0.5 0.2
H 28.526 18.243 5.053 0.7 1.0 -1.5
H 27.102 20.545 10.444 2.2 -1.9 -1.7
H 23.883 21.683 12.913 2.8 0.7 -1.9
H 27.985 15.947 5.979 0.2 0.6 0.2
```
Forces are in eV/Å.



This record from OMol25 describes C12H16B2ClF10NO20S2Y as an isolated structure at a distorted geometry. The level of theory is ωB97M-V/def2-TZVPD.

* spin multiplicity: 1
* maximum force: 8.98 eV Å⁻¹
* total charge: -1
* electronic energy: -118898.35082 eV
* HOMO: -7.64 eV
* Kohn-Sham gap: 2.647 eV

```
65
Properties=species:S:1:pos:R:3:forces:R:3
Y -1.355 0.568 -0.541 -1.4 -0.2 -0.6
Cl -1.763 6.420 -1.721 -1.6 2.7 0.4
S -2.379 2.654 3.969 4.7 3.2 -3.0
S -4.273 1.492 3.391 -8.3 -3.2 -1.1
F 2.663 -3.469 -2.664 1.1 0.2 0.2
F -5.715 -1.016 -3.232 -0.6 -1.2 0.6
F 1.004 -3.407 -4.202 -0.5 1.0 -1.7
F -0.896 2.691 3.364 0.4 0.1 -1.0
F 0.937 -4.833 -2.614 -1.5 -2.4 1.9
F -3.414 -1.017 -3.099 3.7 -2.5 2.0
F -4.424 0.127 -4.610 0.0 0.9 -1.0
F -4.576 0.712 -2.397 0.8 1.3 1.5
F 0.739 -2.540 -2.144 -1.8 1.5 1.6
F -4.922 0.892 2.061 -1.2 -0.7 -0.5
O -4.276 0.352 4.274 0.0 1.4 -0.1
O -4.917 -5.178 2.575 2.5 2.0 -1.4
O -1.496 5.225 -1.069 0.2 -4.9 2.3
O 4.954 3.533 -0.182 0.1 0.2 -1.1
O -3.242 -3.843 1.498 -0.9 1.0 -0.3
O -2.088 1.947 5.124 -0.9 -1.9 2.6
O 3.287 -3.102 2.635 0.5 0.6 -2.8
O -0.728 6.636 -2.606 2.3 0.4 -3.7
O 0.157 1.703 -5.070 2.5 2.5 -5.2
O -2.689 4.044 4.033 -0.8 -0.8 -0.4
O 4.386 2.323 1.555 0.8 -0.9 1.7
O -0.119 2.889 -7.094 -2.0 -1.2 1.2
O 1.854 2.741 -6.271 2.1 -1.0 0.7
O 1.418 -1.933 2.646 1.4 -3.4 1.9
O -3.061 6.431 -2.287 -0.3 -0.2 -0.5
O 3.050 2.305 -0.151 1.1 0.1 -0.7
O -5.145 2.649 3.623 2.1 -1.8 0.5
O -2.669 -5.518 2.806 -0.6 -0.6 0.7
O -1.633 7.424 -0.727 -0.6 1.4 1.6
O 2.013 -3.454 4.390 -0.6 0.5 -1.0
N -2.996 1.712 2.617 4.6 3.3 1.8
C 0.631 2.305 -6.098 -3.8 -0.2 3.5
C 0.647 3.446 -8.157 0.0 -1.8 0.9
C 6.003 3.695 0.724 1.5 0.1 0.6
C -4.840 -6.103 3.644 1.1 1.2 -0.4
C 3.822 -4.179 3.250 3.5 -1.1 1.6
C 1.972 3.546 -7.394 -0.2 2.4 -2.6
C 3.238 -4.130 4.663 0.5 -1.0 -1.3
C -3.575 -4.687 2.240 -1.5 -2.6 0.6
C -3.286 -6.381 3.759 -2.0 0.2 0.4
C 2.143 -2.831 3.122 -3.7 4.4 1.1
C 4.113 2.649 0.314 -3.9 0.0 -0.3
C 5.513 3.029 1.996 1.0 1.0 0.1
B 1.279 -3.576 -2.874 2.3 0.2 -1.6
B -4.531 -0.351 -3.324 -2.6 1.8 -1.9
H 3.757 -5.100 2.671 -0.6 0.0 0.1
H 4.877 -3.921 3.335 0.3 -0.5 -0.1
H 0.610 2.674 -8.926 0.4 0.2 -0.3
H 0.179 4.348 -8.550 0.2 0.1 0.5
H 3.188 -5.167 4.995 -1.0 0.1 0.3
H 6.208 4.744 0.941 0.0 0.0 -0.6
H 2.051 4.605 -7.152 0.3 -0.1 0.8
H 5.271 3.850 2.670 -0.5 -0.6 0.5
H 6.310 2.404 2.399 -0.5 -0.2 0.3
H 3.904 -3.628 5.364 -0.4 0.6 0.0
H 2.776 3.355 -8.105 0.4 -0.7 0.7
H -5.501 -6.925 3.371 0.3 -0.2 0.4
H 6.900 3.183 0.378 0.0 0.2 -0.4
H -5.150 -5.534 4.521 -0.4 -0.6 0.2
H -3.164 -7.450 3.583 0.9 0.3 -0.1
H -3.033 -6.030 4.760 0.6 -0.5 -0.1
```
Forces are in eV/Å.



This record from OMol25 describes a 3-piece molecular cluster, C12H16BBrN2O3P overall. The level of theory is ωB97M-V/def2-TZVPD.

* spin multiplicity: 1
* maximum force: 0.61 eV Å⁻¹
* total charge: -1
* electronic energy: -101837.47557 eV
* HOMO: -3.63 eV
* Kohn-Sham gap: 6.503 eV

```
36
Properties=species:S:1:pos:R:3:forces:R:3
Br 1.429 1.840 -0.172 0.0 -0.1 0.0
P 1.546 -0.493 -0.187 0.0 0.1 0.2
O -1.169 0.058 -1.379 0.3 0.0 0.1
O -1.001 -1.895 -0.129 0.2 0.1 0.1
O 1.242 -0.806 1.425 0.4 -0.2 0.2
N 2.076 1.565 -4.512 0.0 0.0 0.1
N 1.444 -0.731 4.645 0.0 0.0 0.0
C 1.975 1.773 -5.825 0.0 0.0 0.0
C -1.799 -1.013 0.634 -0.1 -0.3 -0.1
C -0.182 0.768 -5.943 0.0 0.0 0.0
C -1.898 0.293 -0.195 -0.1 0.1 0.0
C 0.436 -1.505 4.248 0.0 0.0 0.0
C 0.877 1.399 -6.584 0.0 0.0 0.0
C -0.860 -1.384 4.733 0.0 0.0 0.0
C 1.176 0.210 5.548 -0.1 0.0 0.0
C -0.092 0.544 -4.581 0.0 0.0 0.0
C -1.124 -0.403 5.673 0.0 0.0 0.0
C -0.084 0.414 6.091 0.0 0.0 0.0
C 1.053 0.961 -3.909 -0.2 -0.1 -0.2
B -0.267 -1.054 -1.071 -0.2 0.0 -0.1
H -0.241 1.201 6.817 0.0 0.0 0.0
H -1.638 -2.034 4.357 0.0 0.0 0.0
H 2.067 -0.922 1.930 -0.4 0.3 -0.4
H -1.059 0.457 -6.499 0.0 0.0 0.0
H -1.475 1.123 0.386 0.1 0.0 -0.1
H 0.665 -2.246 3.493 0.0 0.0 0.0
H -1.336 -0.829 1.611 0.0 0.1 0.0
H -2.123 -0.269 6.068 0.0 0.0 0.0
H -2.771 -1.491 0.810 0.0 0.1 -0.1
H 0.151 -1.648 -2.056 -0.1 0.0 0.0
H -2.920 0.575 -0.476 0.0 -0.2 0.1
H 2.818 2.267 -6.299 0.0 0.0 0.0
H 0.859 1.599 -7.648 0.0 0.0 0.0
H -0.872 0.059 -4.009 0.0 0.0 0.0
H 2.008 0.838 5.849 0.0 0.0 0.0
H 1.090 0.780 -2.843 0.3 0.2 0.0
```
Forces are in eV/Å.